1.
Formula: C34H44As2FeN2O10P
Source: OMol25
Level of theory: the ωB97M-V functional and the def2-TZVPD basis

Structure (ORCA input):
```
! RIJCOSX wB97M-V def2-TZVPD def2/J DEFGRID3
* xyz 2 6
As -5.08 1.25 2.91
As -1.97 1.52 1.15
Fe 0.47 -0.83 0.26
P -0.35 -3.03 -0.59
O 2.16 -3.59 2.01
O -4.55 4.72 3.92
O -3.35 -0.15 5.68
O 1.97 -1.81 0.65
O -1.90 4.17 0.05
O -6.08 4.33 2.31
O -3.19 5.36 1.46
O -4.20 -1.79 4.39
O -1.17 -1.21 4.03
O -0.46 -0.98 1.95
N 1.00 2.42 -2.38
N 0.85 0.77 -0.76
C -3.47 0.25 3.39
C 1.39 3.94 -0.41
C -0.78 -3.36 -2.30
C 1.98 3.18 -1.59
C -0.51 0.53 -2.76
C -5.03 4.10 2.86
C 0.50 1.28 -1.94
C -3.59 -0.95 6.86
C -2.89 -2.95 0.46
C -2.37 -4.79 2.47
C -1.37 -4.49 1.55
C -3.87 -3.25 1.39
C -1.63 -3.57 0.54
C -5.74 1.69 4.69
C -4.18 2.93 2.47
C -2.88 6.56 0.71
C -3.09 3.00 1.72
C 1.85 -3.12 0.96
C -5.34 5.83 4.40
C 0.54 3.04 -3.64
C -1.96 -4.01 -2.64
C -2.24 -4.27 -3.98
C -0.50 4.13 -3.40
C -2.65 4.24 1.00
C -3.61 -4.17 2.40
C -0.15 -3.25 -4.62
C -3.69 -0.71 4.53
C -2.37 0.27 2.62
C -0.13 -2.19 4.31
C 0.13 -2.98 -3.29
C -1.27 -0.68 2.86
C -1.33 -3.90 -4.96
C -3.14 0.80 -0.25
C 1.20 -3.90 -0.18
H -4.37 -4.39 3.13
H -4.83 6.19 5.29
H -0.54 -3.18 4.10
H -0.07 4.98 -2.87
H -3.23 -0.36 7.69
H 0.56 -2.97 -5.39
H -3.20 6.44 -0.32
H -2.66 -4.32 -1.88
H -2.72 -0.13 -0.64
H 2.77 2.49 -1.27
H -0.41 -4.96 1.64
H -1.81 6.75 0.76
H -6.35 5.50 4.63
H 1.84 -3.82 -1.06
H 1.07 -4.95 0.06
H -5.38 6.61 3.64
H -4.98 2.14 5.32
H -1.55 -4.11 -6.00
H 0.85 3.29 0.28
H -4.65 -1.16 6.95
H -3.44 7.35 1.20
H -3.10 -2.24 -0.33
H -3.15 -4.78 -4.25
H -0.09 0.22 -3.72
H -1.34 3.76 -2.81
H -3.04 -1.89 6.78
H 1.06 -2.48 -3.03
H 0.68 4.69 -0.75
H 0.15 2.27 -4.29
H 1.47 1.38 -0.24
H 2.19 4.43 0.13
H -6.13 0.78 5.15
H -0.88 4.48 -4.36
H -1.38 1.15 -2.96
H -4.83 -2.76 1.33
H 2.46 3.87 -2.28
H 0.09 -2.08 5.37
H -2.17 -5.52 3.25
H 1.42 3.45 -4.13
H -6.58 2.38 4.56
H -0.83 -0.36 -2.23
H -4.16 0.62 0.11
H -3.17 1.54 -1.05
H 0.76 -2.01 3.71
*
```

Calculated values
Energy above the lowest of the compared OMol25 structures with the same formula, charge and spin ... 0.0 kcal/mol
Energy ... -224766.976 eV
Kohn-Sham gap (alpha / beta) ... 8.1541 / 6.1091 eV
Molar mass ... 877.4 g/mol
HOMO (alpha / beta) ... -13.53 / -13.52 eV
Lowest unoccupied orbital energy (alpha / beta) ... -5.3809 / -7.4080 eV

***

2.
Formula: C34H44BN8O3PSe2Sr
Source: OMol25
Level of theory: the ωB97M-V functional and the def2-TZVPD basis

Structure (ORCA input):
```
! RIJCOSX wB97M-V def2-TZVPD def2/J DEFGRID3
* xyz -2 1
Sr -0.21 0.31 0.28
Se -0.55 -0.65 -2.93
Se -3.22 1.90 -3.52
P -2.23 0.10 -4.05
O 0.61 4.78 -0.72
O -2.66 3.15 2.70
O -1.95 1.33 1.61
N 1.84 1.46 -1.16
N -0.42 -2.72 2.14
N 2.04 -2.64 1.47
N 1.18 -1.09 3.31
N -0.95 -2.26 0.98
N -0.41 2.78 -0.10
N 1.13 0.07 2.62
N 1.99 -1.97 0.30
C -2.38 0.63 -8.11
C -3.42 -1.31 -4.15
C 1.19 1.06 3.51
C 1.37 2.75 -1.71
C -1.35 -3.42 2.82
C -3.02 -3.46 -1.26
C -4.73 -1.18 -3.71
C 1.20 2.49 3.04
C 3.25 -1.93 -1.82
C 1.26 -0.83 4.62
C -1.74 0.17 -5.83
C -0.48 -0.19 -6.27
C -3.86 -3.60 -4.75
C -5.60 -2.26 -3.78
C 2.48 -2.84 -2.77
C -5.18 -3.47 -4.30
C -2.69 0.58 -6.76
C -2.22 -2.65 0.96
C 2.63 2.94 2.69
C -1.36 3.50 0.72
C 0.55 3.42 4.05
C -2.06 2.59 1.77
C 4.73 -1.87 -2.20
C -0.16 -0.14 -7.62
C 3.81 -3.29 0.34
C -2.53 -3.40 2.11
C 1.27 0.54 4.81
C -3.11 -2.35 -0.21
C -4.55 -2.13 0.23
C 3.11 -3.43 1.52
C -1.11 0.27 -8.55
C 3.05 -2.37 -0.40
C 0.46 3.54 -0.75
C -2.99 -2.53 -4.66
B 1.03 -2.47 2.63
H -3.33 -4.41 -0.82
H -0.86 0.31 -9.60
H -2.16 3.94 0.11
H -3.52 -4.55 -5.14
H -3.13 0.95 -8.83
H 0.26 -0.51 -5.54
H 0.55 4.44 3.66
H 2.65 1.60 -0.57
H 2.84 -0.92 -1.91
H -3.67 0.89 -6.41
H 4.85 -1.50 -3.21
H -3.67 -3.24 -2.11
H -3.47 -3.84 2.39
H 4.72 -3.80 0.05
H 0.83 -0.41 -7.95
H -2.00 -3.55 -1.63
H 0.77 2.52 -2.59
H -1.11 -3.86 3.77
H 1.30 -1.64 5.33
H -0.91 4.35 1.24
H 5.29 -1.22 -1.52
H 1.42 -2.89 -2.49
H 5.18 -2.87 -2.15
H 2.54 -2.47 -3.80
H -0.50 3.14 4.21
H 1.31 1.07 5.74
H 2.19 3.41 -2.01
H -4.96 -3.04 0.68
H -1.96 -2.64 -4.98
H -6.62 -2.16 -3.42
H 2.11 0.85 -1.93
H 2.89 -3.85 -2.73
H 3.09 2.24 2.00
H -5.05 -0.22 -3.31
H 2.60 3.92 2.22
H -4.62 -1.33 0.97
H 3.25 2.99 3.59
H -5.17 -1.86 -0.62
H 1.08 3.42 5.00
H 3.31 -4.04 2.39
H -5.86 -4.31 -4.35
H -2.75 -1.43 -0.68
H 0.62 2.53 2.12
H 1.28 -3.30 3.47
*
```

Calculated values
Energy above the lowest of the compared OMol25 structures with the same formula, charge and spin ... 4.2 kcal/mol
Energy ... -195540.291 eV
Kohn-Sham gap ... 6.3355 eV
Molar mass ... 900.1 g/mol
HOMO ... -2.31 eV
Lowest unoccupied orbital energy ... 4.0234 eV

***

3.
Formula: C34H45As2N5OSTi
Source: OMol25
Level of theory: the ωB97M-V functional and the def2-TZVPD basis

Structure (ORCA input):
```
! RIJCOSX wB97M-V def2-TZVPD def2/J DEFGRID3
* xyz 3 2
As 0.20 2.82 1.35
As 1.16 -1.73 -0.54
Ti 0.00 0.37 0.49
S 2.52 -0.30 2.87
O 0.51 1.03 -1.26
N -2.01 0.62 0.03
N -0.87 -0.75 2.07
N -0.53 -1.97 2.51
N 1.36 2.41 -2.82
N -0.15 0.78 -3.40
C 5.29 -1.55 -1.55
C -3.13 0.85 0.23
C 2.90 -1.69 -1.40
C 2.47 -4.96 1.85
C 4.02 -2.37 -3.43
C 0.58 -5.76 0.60
C 0.46 -2.23 -2.27
C 0.58 1.39 -2.47
C -0.88 -2.37 -2.61
C -1.38 4.20 -0.70
C 2.83 -2.18 -2.72
C -1.54 -0.17 3.08
C 1.48 -2.45 -3.21
C -1.06 4.26 0.80
C -1.22 -2.78 -3.90
C -4.58 2.56 1.15
C 0.44 -4.52 0.01
C 1.61 0.12 1.70
C 5.23 -2.07 -2.84
C 1.90 3.65 0.74
C -1.62 -1.03 4.17
C 4.12 -1.36 -0.83
C -0.21 -3.03 -4.83
C 1.12 -2.86 -4.49
C -0.97 -2.18 3.76
C 1.31 -3.48 0.34
C 2.33 -3.71 1.27
C 3.02 2.64 0.54
C 0.34 3.04 3.32
C -5.22 0.11 1.26
C 1.60 -5.98 1.52
C -5.15 1.30 -0.96
C -4.51 1.20 0.43
C 0.17 4.48 3.81
H -0.82 4.86 3.59
H 3.03 -2.91 1.51
H -1.79 3.23 -0.97
H 2.19 4.39 1.49
H 1.88 -3.05 -5.23
H -5.16 -0.86 0.78
H -0.71 -0.03 -3.15
H 1.72 -6.96 1.96
H -0.11 1.04 -4.38
H -2.25 -2.92 -4.18
H -6.19 1.60 -0.83
H 3.88 3.11 0.06
H -1.65 -2.18 -1.86
H -0.82 -3.11 4.28
H 1.95 2.84 -2.12
H -0.48 -3.36 -5.82
H -5.63 2.78 1.34
H -2.10 4.97 -0.96
H 6.15 -2.24 -3.38
H -0.08 -6.56 0.32
H 1.48 2.71 -3.78
H -4.80 0.03 2.27
H 1.68 4.19 -0.19
H -0.40 2.40 3.80
H -2.09 -0.85 5.11
H 3.36 2.26 1.51
H -5.13 0.35 -1.48
H -4.05 2.54 2.11
H 3.28 -5.14 2.54
H -4.18 3.35 0.53
H -4.65 2.06 -1.57
H -0.49 4.38 -1.30
H 0.90 5.14 3.36
H 6.24 -1.30 -1.11
H 0.32 4.52 4.89
H 4.16 -0.95 0.17
H -6.27 0.38 1.35
H -0.59 5.22 1.05
H 2.70 1.78 -0.07
H -0.34 -4.35 -0.73
H -1.97 4.17 1.39
H -0.03 -2.64 1.92
H -1.96 0.82 2.97
H 1.34 2.66 3.59
H 3.99 -2.76 -4.43
*
```

Calculated values
Energy above the lowest of the compared OMol25 structures with the same formula, charge and spin ... 19.5 kcal/mol
Energy ... -201091.729 eV
Kohn-Sham gap (alpha / beta) ... 5.6269 / 5.7487 eV
Molar mass ... 769.5 g/mol
HOMO (alpha / beta) ... -15.60 / -15.60 eV
Lowest unoccupied orbital energy (alpha / beta) ... -9.9740 / -9.8516 eV